# 1
A molecular structure, C26H26IrN2O9SSb2 at a distorted geometry, computed with ωB97M-V with the def2-TZVPD basis set.

Values from the calculation:
E = -2775.72394 hartree
Charge = -1
Energy relative to the best compared isomer or geometry (same formula, charge and spin) = 43.4 kcal per mole
2S+1 = 5
Frontier orbital gap (spin up / spin down) = 5.15 / 5.10 eV
LUMO energy (spin up / spin down) = 1.268 / 0.827 eV
HOMO (spin up / spin down) = -3.878 / -4.269 eV

Geometry (Å):
Ir (1.628, -0.551, 2.478)
O (-0.684, 3.078, 1.495)
C (-0.123, 2.055, 2.102)
O (0.479, 1.136, 1.468)
C (-0.306, 2.106, 3.610)
C (-0.771, 3.292, 4.243)
C (-1.186, 3.344, 5.550)
C (-1.052, 2.243, 6.394)
C (-0.710, 1.031, 5.782)
C (-0.386, 0.909, 4.444)
S (-0.052, -0.782, 3.965)
H (-0.765, 4.170, 3.658)
H (-1.612, 4.290, 5.914)
H (-1.155, 2.216, 7.474)
H (-0.887, 0.126, 6.374)
O (0.650, -2.961, -0.931)
C (1.222, -2.435, 0.127)
O (0.737, -1.357, 0.642)
C (2.494, -3.002, 0.599)
C (2.926, -4.347, 0.607)
C (3.748, -4.801, 1.720)
C (4.187, -3.957, 2.741)
C (3.840, -2.616, 2.572)
C (3.142, -2.089, 1.467)
O (3.001, -0.757, 1.176)
N (3.942, -1.807, 3.709)
O (4.642, -2.174, 4.670)
O (3.158, -0.788, 3.814)
N (4.127, -6.221, 1.790)
O (4.816, -6.567, 2.802)
O (3.814, -6.965, 0.860)
H (2.613, -5.038, -0.191)
H (4.828, -4.397, 3.549)
C (-2.593, 4.621, -0.215)
Sb (-1.617, 2.666, -0.444)
C (-3.223, 1.778, 0.666)
C (-2.573, 2.672, -2.732)
C (-1.874, 2.094, -3.814)
C (-1.099, 2.798, -4.779)
C (-0.717, 2.170, -5.964)
C (-1.103, 0.843, -6.318)
C (-1.776, 0.137, -5.328)
C (-2.013, 0.639, -4.052)
C (-2.381, -0.303, -3.019)
Sb (-0.548, -2.024, -2.285)
C (0.263, -3.457, -3.655)
C (0.821, -0.333, -2.580)
H (-2.879, 4.613, 0.859)
H (-3.490, 4.717, -0.920)
H (-1.871, 5.466, -0.361)
H (-3.352, 2.390, 1.557)
H (-3.002, 0.723, 0.929)
H (-4.146, 1.824, 0.039)
H (-2.643, 3.770, -2.770)
H (-3.483, 2.162, -2.399)
H (-0.705, 3.851, -4.557)
H (-0.088, 2.714, -6.644)
H (-0.830, 0.418, -7.302)
H (-2.017, -0.905, -5.489)
H (-3.012, -1.166, -3.341)
H (-2.674, 0.040, -2.063)
H (0.096, -3.122, -4.699)
H (-0.350, -4.349, -3.533)
H (1.346, -3.669, -3.570)
H (0.316, 0.617, -2.795)
H (1.488, -0.596, -3.414)
H (1.424, -0.183, -1.680)

# 2
A molecular structure, C26H26LuN2O7 at a distorted geometry, computed with ωB97M-V with the def2-TZVPD basis set.

Values from the calculation:
E = -2878.07208 hartree
Charge = +1
Energy relative to the best compared isomer or geometry (same formula, charge and spin) = 11.0 kcal per mole
2S+1 = 1
Frontier orbital gap = 8.91 eV
LUMO energy = -3.201 eV
HOMO = -12.115 eV

Geometry (Å):
Lu (-1.221, -0.669, 0.426)
C (-2.350, -3.426, -0.771)
C (-3.407, -3.128, 0.080)
C (-3.182, -2.953, 1.444)
C (-1.897, -3.102, 1.964)
C (-0.838, -3.439, 1.114)
C (-1.065, -3.582, -0.257)
H (-2.534, -3.609, -1.821)
H (-4.414, -3.068, -0.308)
H (-4.014, -2.766, 2.109)
H (-1.744, -3.091, 3.036)
H (0.127, -3.702, 1.531)
H (-0.261, -3.916, -0.899)
O (-3.315, -0.292, 0.202)
C (-2.882, 0.327, -0.804)
O (-2.016, -0.244, -1.523)
C (-3.211, 1.793, -0.986)
C (-2.636, 2.366, -2.303)
C (-3.263, 3.745, -2.554)
C (-2.568, 4.573, -1.457)
C (-1.591, 3.532, -0.876)
O (-1.302, 2.685, -1.968)
C (-2.365, 2.595, 0.075)
C (-1.435, 1.600, 0.748)
O (-1.783, 0.976, 1.783)
O (-0.377, 1.244, 0.160)
H (-4.282, 1.955, -0.855)
H (-2.657, 1.663, -3.134)
H (-4.347, 3.736, -2.477)
H (-2.978, 4.092, -3.546)
H (-3.271, 4.943, -0.715)
H (-2.021, 5.412, -1.882)
H (-0.674, 3.935, -0.454)
H (-2.989, 3.089, 0.817)
O (5.279, 0.128, 3.321)
C (4.200, -0.037, 4.206)
C (2.946, -0.336, 3.436)
C (1.705, -0.495, 4.046)
C (0.610, -0.782, 3.250)
N (0.664, -0.919, 1.922)
C (1.860, -0.755, 1.321)
C (3.005, -0.462, 2.055)
C (1.899, -0.872, -0.155)
C (3.073, -0.636, -0.862)
C (3.056, -0.610, -2.251)
C (4.311, -0.312, -3.027)
O (4.083, -0.019, -4.372)
C (1.853, -0.886, -2.889)
C (0.745, -1.196, -2.120)
N (0.745, -1.177, -0.785)
H (6.060, 0.407, 3.810)
H (4.033, 0.869, 4.807)
H (4.385, -0.874, 4.899)
H (1.593, -0.395, 5.114)
H (-0.370, -0.902, 3.694)
H (3.964, -0.312, 1.592)
H (4.001, -0.459, -0.347)
H (4.940, -1.209, -3.026)
H (4.872, 0.488, -2.526)
H (3.646, 0.835, -4.450)
H (1.797, -0.883, -3.966)
H (-0.188, -1.473, -2.597)

# 3
A molecular structure, C26H26N2O3 at a distorted geometry, computed with ωB97M-V with the def2-TZVPD basis set.

Values from the calculation:
E = -1341.45829 hartree
Energy relative to the best compared isomer or geometry (same formula, charge and spin) = 123.1 kcal per mole
2S+1 = 1
Frontier orbital gap = 8.01 eV
LUMO energy = -0.039 eV
HOMO = -8.047 eV

Geometry (Å):
C (2.656, -2.840, -0.604)
C (3.962, -3.258, -0.614)
C (5.005, -2.311, -0.612)
N (6.369, -2.742, -0.586)
O (7.261, -1.856, -0.577)
O (6.621, -3.973, -0.568)
C (4.710, -0.939, -0.609)
C (3.398, -0.499, -0.578)
C (2.331, -1.449, -0.490)
O (1.071, -1.187, -0.282)
H (1.825, -3.538, -0.643)
H (4.214, -4.310, -0.622)
H (5.572, -0.277, -0.625)
H (3.186, 0.562, -0.632)
C (-0.548, 1.377, -3.138)
C (-1.371, 0.097, -3.058)
C (-2.440, 0.137, -4.141)
C (-0.571, -1.195, -3.207)
C (-2.073, 0.082, -1.706)
N (-3.426, 0.088, -1.611)
C (-3.833, 0.033, -0.289)
C (-2.663, -0.005, 0.502)
C (-2.856, 0.045, 1.888)
C (-4.146, 0.220, 2.420)
C (-5.272, 0.337, 1.590)
C (-5.123, 0.251, 0.198)
C (-1.519, 0.020, -0.413)
C (-0.115, 0.250, -0.078)
C (0.228, 0.748, 1.299)
C (-0.442, 1.891, 1.758)
C (-0.150, 2.463, 2.995)
C (0.837, 1.913, 3.812)
C (1.172, 2.510, 5.144)
C (1.508, 0.782, 3.361)
C (1.189, 0.190, 2.146)
H (0.214, 1.475, -2.363)
H (-0.044, 1.435, -4.105)
H (-1.226, 2.234, -3.030)
H (-3.089, -0.743, -4.124)
H (-3.048, 1.043, -4.065)
H (-1.960, 0.163, -5.119)
H (-1.248, -2.059, -3.221)
H (-0.027, -1.198, -4.155)
H (0.143, -1.364, -2.394)
H (-4.080, 0.166, -2.386)
H (-1.986, -0.042, 2.530)
H (-4.248, 0.310, 3.507)
H (-6.254, 0.495, 2.040)
H (-5.977, 0.370, -0.468)
H (0.413, 0.818, -0.868)
H (-1.222, 2.333, 1.141)
H (-0.702, 3.343, 3.326)
H (2.065, 2.029, 5.553)
H (1.347, 3.591, 5.077)
H (0.340, 2.342, 5.835)
H (2.298, 0.361, 3.986)
H (1.723, -0.717, 1.872)

# 4
A molecular structure, C26H26N2OPRu at a distorted geometry, computed with ωB97M-V with the def2-TZVPD basis set.

Values from the calculation:
E = -1626.82066 hartree
Charge = +2
Energy relative to the best compared isomer or geometry (same formula, charge and spin) = 46.0 kcal per mole
2S+1 = 2
Frontier orbital gap (spin up / spin down) = 6.54 / 5.98 eV
LUMO energy (spin up / spin down) = -7.111 / -7.909 eV
HOMO (spin up / spin down) = -13.647 / -13.890 eV

Geometry (Å):
Ru (0.646, -0.075, -1.261)
C (2.269, 0.277, 5.409)
C (1.277, 1.117, 4.916)
C (0.801, 0.954, 3.626)
C (1.309, -0.084, 2.842)
C (2.315, -0.920, 3.331)
C (2.790, -0.738, 4.618)
P (0.650, -0.418, 1.201)
C (-0.102, 1.188, 0.770)
C (0.788, 2.248, 0.516)
C (0.306, 3.541, 0.346)
C (-1.058, 3.783, 0.432)
C (-1.949, 2.735, 0.678)
C (-1.481, 1.443, 0.837)
C (-0.702, -1.565, 1.294)
C (-1.367, -1.899, 2.450)
C (-2.412, -2.837, 2.408)
C (-2.719, -3.463, 1.230)
C (-2.012, -3.180, 0.034)
C (-2.240, -3.915, -1.150)
C (-1.480, -3.681, -2.258)
C (-0.510, -2.657, -2.257)
C (-0.310, -1.856, -1.153)
C (-1.013, -2.175, 0.052)
H (2.641, 0.420, 6.414)
H (0.872, 1.902, 5.540)
H (0.028, 1.611, 3.252)
H (2.720, -1.712, 2.711)
H (3.570, -1.381, 5.002)
H (1.860, 2.074, 0.532)
H (0.994, 4.359, 0.177)
H (-1.432, 4.793, 0.332)
H (-3.009, 2.936, 0.758)
H (-2.170, 0.632, 1.041)
H (-1.088, -1.445, 3.394)
H (-2.952, -3.078, 3.313)
H (-3.502, -4.210, 1.200)
H (-2.993, -4.693, -1.152)
H (-1.611, -4.281, -3.148)
H (0.080, -2.552, -3.156)
N (1.164, -0.387, -3.409)
C (1.498, 0.774, -4.277)
C (0.324, 1.733, -4.342)
C (-0.029, 2.300, -2.980)
N (-0.831, 1.324, -2.192)
H (1.917, -1.068, -3.439)
H (0.347, -0.842, -3.807)
H (1.738, 0.421, -5.281)
H (2.389, 1.259, -3.875)
H (-0.546, 1.217, -4.761)
H (0.561, 2.541, -5.033)
H (-0.575, 3.239, -3.071)
H (0.884, 2.515, -2.415)
H (-1.535, 0.885, -2.780)
H (-1.341, 1.814, -1.459)
O (3.671, -0.543, -0.942)
C (2.561, -0.381, -1.056)

# 5
2 unconnected molecules or ions with the total composition C26H26N7O6P at a distorted geometry, computed with ωB97M-V with the def2-TZVPD basis set.

Values from the calculation:
E = -2181.99361 hartree
2S+1 = 1
Frontier orbital gap = 4.16 eV
LUMO energy = -2.473 eV
HOMO = -6.634 eV

Geometry (Å):
C (-6.959, -2.093, 0.602)
C (-5.509, -1.782, 0.708)
C (-4.642, -2.701, 1.280)
C (-3.293, -2.441, 1.418)
C (-2.413, -3.445, 2.074)
C (-2.779, -1.209, 0.960)
N (-1.398, -0.895, 1.122)
P (-0.194, -1.865, 0.320)
H (-0.042, -0.803, -0.577)
N (1.070, -1.127, 1.263)
C (2.381, -1.686, 1.250)
C (3.468, -0.918, 0.786)
C (3.233, 0.446, 0.236)
C (4.741, -1.457, 0.827)
C (4.974, -2.737, 1.312)
C (6.358, -3.280, 1.362)
C (3.897, -3.488, 1.754)
C (2.607, -2.992, 1.734)
C (1.476, -3.812, 2.247)
C (0.531, -0.248, 2.224)
C (-0.817, -0.121, 2.147)
C (-3.650, -0.271, 0.369)
C (-3.113, 1.021, -0.141)
C (-4.994, -0.575, 0.257)
H (-7.511, -1.276, 0.137)
H (-7.121, -2.989, 0.002)
H (-7.390, -2.267, 1.588)
H (-5.035, -3.636, 1.640)
H (-1.419, -3.037, 2.265)
H (-2.830, -3.762, 3.032)
H (-2.297, -4.333, 1.449)
H (4.162, 0.909, -0.103)
H (2.553, 0.408, -0.616)
H (2.788, 1.098, 0.989)
H (5.573, -0.873, 0.477)
H (6.377, -4.285, 1.785)
H (6.793, -3.328, 0.364)
H (6.998, -2.648, 1.979)
H (4.070, -4.479, 2.136)
H (1.826, -4.739, 2.704)
H (0.912, -3.261, 3.001)
H (0.791, -4.080, 1.441)
H (1.143, 0.206, 2.987)
H (-1.415, 0.449, 2.841)
H (-3.898, 1.634, -0.588)
H (-2.654, 1.597, 0.664)
H (-2.354, 0.850, -0.906)
H (-5.658, 0.144, -0.189)
O (0.718, 8.091, -2.861)
N (1.357, 6.999, -2.880)
C (0.737, 5.783, -2.961)
C (1.816, 4.914, -2.965)
N (2.957, 5.626, -2.880)
O (2.699, 6.914, -2.822)
C (1.610, 3.489, -3.063)
N (2.713, 2.561, -3.066)
O (3.857, 2.979, -2.849)
O (2.475, 1.366, -3.282)
C (0.329, 3.007, -3.155)
C (-0.754, 3.906, -3.117)
N (-2.127, 3.788, -3.141)
O (-2.705, 2.675, -3.219)
O (-2.766, 4.972, -3.070)
N (-1.803, 5.876, -2.995)
C (-0.600, 5.282, -3.030)
H (0.148, 1.947, -3.259)

# 6
A molecular structure, C26H27AsGeN4O2ReS4, computed with ωB97M-V with the def2-TZVPD basis set.

Values from the calculation:
E = -7359.98765 hartree
Charge = +1
Energy relative to the best compared isomer or geometry (same formula, charge and spin) = 0.0 kcal per mole
2S+1 = 1
Frontier orbital gap = 6.00 eV
LUMO energy = -5.552 eV
HOMO = -11.556 eV

Geometry (Å):
Re (-1.592, 0.142, -0.354)
S (-3.365, 0.890, 1.462)
As (-4.314, -0.362, -0.021)
S (-2.569, -1.900, -0.082)
S (-3.287, 0.703, -1.801)
S (-6.230, -0.985, -0.121)
O (6.035, 0.151, 1.537)
C (5.546, 0.612, 2.766)
N (4.177, 0.190, 3.010)
C (3.155, 0.852, 2.418)
O (3.290, 1.884, 1.786)
C (1.794, 0.231, 2.562)
C (1.360, -0.501, 3.656)
C (0.066, -0.999, 3.653)
C (-0.742, -0.773, 2.561)
N (-0.321, -0.077, 1.489)
C (0.919, 0.427, 1.506)
H (5.629, 0.664, 0.827)
H (5.567, 1.698, 2.834)
H (6.176, 0.184, 3.541)
H (4.028, -0.765, 3.295)
H (2.008, -0.664, 4.509)
H (-0.322, -1.565, 4.487)
H (-1.754, -1.145, 2.522)
H (1.237, 1.017, 0.657)
N (0.083, 2.880, -0.623)
N (-1.151, 2.353, -0.108)
H (0.074, 3.893, -0.543)
H (0.112, 2.652, -1.611)
H (-1.970, 2.820, -0.499)
H (-1.182, 2.540, 0.892)
C (-0.175, -0.144, -1.315)
Ge (1.293, -0.723, -2.536)
C (3.043, 0.058, -2.190)
C (3.283, 1.202, -1.438)
C (4.575, 1.701, -1.303)
C (5.637, 1.057, -1.922)
C (5.410, -0.094, -2.667)
C (4.123, -0.589, -2.798)
C (0.509, -0.300, -4.258)
C (0.854, -1.081, -5.360)
C (0.337, -0.792, -6.615)
C (-0.535, 0.276, -6.777)
C (-0.890, 1.055, -5.686)
C (-0.368, 0.767, -4.433)
C (1.280, -2.625, -2.150)
C (0.220, -3.411, -2.602)
C (0.148, -4.753, -2.261)
C (1.135, -5.320, -1.466)
C (2.193, -4.546, -1.010)
C (2.264, -3.201, -1.348)
H (2.479, 1.726, -0.938)
H (4.742, 2.588, -0.707)
H (6.641, 1.448, -1.823)
H (6.235, -0.604, -3.145)
H (3.965, -1.491, -3.380)
H (1.522, -1.928, -5.246)
H (0.613, -1.402, -7.465)
H (-0.943, 0.497, -7.755)
H (-1.577, 1.882, -5.809)
H (-0.666, 1.380, -3.588)
H (-0.552, -2.977, -3.230)
H (-0.676, -5.357, -2.618)
H (1.081, -6.369, -1.205)
H (2.967, -4.991, -0.398)
H (3.095, -2.604, -0.989)

# 7
A molecular structure, C26H27BCaFN7OS4, computed with ωB97M-V with the def2-TZVPD basis set.

Values from the calculation:
E = -3860.82286 hartree
Charge = -2
Energy relative to the best compared isomer or geometry (same formula, charge and spin) = 2.3 kcal per mole
2S+1 = 1
Frontier orbital gap = 5.81 eV
LUMO energy = 4.226 eV
HOMO = -1.582 eV

Geometry (Å):
Ca (0.632, 0.713, -0.667)
C (-0.682, -3.003, 2.888)
N (-1.302, -1.724, 3.133)
C (-2.653, -1.433, 3.161)
C (-2.751, -0.099, 3.370)
N (-1.479, 0.421, 3.488)
B (-1.183, 1.871, 3.942)
N (-0.092, 2.602, 3.093)
C (1.040, 3.131, 3.672)
C (1.715, 3.832, 2.735)
N (0.990, 3.727, 1.569)
C (1.257, 4.460, 0.342)
C (-0.101, 2.962, 1.799)
S (-1.259, 2.550, 0.579)
C (-0.586, -0.582, 3.313)
S (1.101, -0.474, 3.260)
H (-1.462, -3.731, 2.661)
H (-0.119, -3.327, 3.766)
H (0.019, -2.911, 2.058)
H (-3.403, -2.190, 3.007)
H (-3.613, 0.538, 3.456)
H (-2.232, 2.480, 3.892)
H (-0.728, 1.853, 5.068)
H (1.284, 2.905, 4.693)
H (2.664, 4.339, 2.762)
H (2.088, 5.135, 0.533)
H (0.368, 5.024, 0.066)
H (1.532, 3.790, -0.470)
S (3.249, 0.798, 0.348)
C (4.022, 2.107, -0.493)
C (5.216, 2.623, 0.116)
N (6.167, 3.026, 0.630)
C (3.574, 2.680, -1.655)
S (2.140, 2.197, -2.510)
C (4.319, 3.776, -2.210)
N (4.889, 4.664, -2.677)
O (-1.642, -0.512, 0.328)
C (-2.778, -1.134, -0.253)
C (-2.345, -2.085, -1.348)
C (-1.466, -3.232, -0.820)
C (-0.057, -3.213, -1.355)
C (0.331, -4.018, -2.419)
C (1.641, -3.965, -2.870)
C (2.530, -3.122, -2.229)
C (2.062, -2.355, -1.169)
N (0.797, -2.379, -0.749)
H (-1.862, 0.377, 0.662)
H (-3.457, -0.379, -0.663)
H (-3.322, -1.682, 0.533)
H (-1.796, -1.506, -2.088)
H (-3.231, -2.478, -1.856)
H (-1.920, -4.203, -1.036)
H (-1.388, -3.150, 0.264)
H (-0.400, -4.666, -2.888)
H (1.957, -4.569, -3.713)
H (3.563, -3.032, -2.537)
H (2.731, -1.671, -0.653)
F (-2.328, -0.430, -6.597)
C (-1.747, -0.194, -5.375)
C (-2.394, 0.620, -4.472)
C (-1.786, 0.829, -3.233)
C (-0.559, 0.268, -2.835)
C (0.039, -0.514, -3.841)
C (-0.528, -0.769, -5.091)
H (-3.342, 1.075, -4.737)
H (-2.331, 1.468, -2.535)
H (1.012, -0.972, -3.660)
H (-0.038, -1.388, -5.835)